Molecular formula: C40H112N10O11
Method: DFT, ωB97M-V/def2-TZVPD

```
173
C40H112N10O11, DFT ωB97M-V/def2-TZVPD
C 1.8203 5.3692 1.3908
O 1.3720 6.4148 2.2703
C 1.1675 7.5907 1.5112
C -0.0937 7.4730 0.5695
C -0.4628 8.5984 -0.3776
N -1.2150 7.0107 1.4156
H 2.1375 4.6002 2.0953
H 2.7831 5.5663 0.9194
H 1.0772 4.7890 0.8437
H 0.8164 8.4312 2.1099
H 2.1324 7.8837 1.0975
H 0.1850 6.6373 -0.0725
H -0.6064 9.5839 0.0652
H -1.3891 8.4306 -0.9270
H 0.2497 8.8528 -1.1623
H -1.8061 7.6221 1.9605
H -0.8339 6.2959 2.0188
C -4.3952 7.0237 -2.7168
O -3.2156 6.9227 -3.5392
C -2.3188 6.0030 -2.9255
C -1.1275 5.8409 -3.8706
C -0.0091 4.9380 -3.3635
N -0.6061 7.0781 -4.3531
H -5.1179 7.7300 -3.1255
H -4.1253 7.4682 -1.7588
H -4.8561 6.0518 -2.5406
H -2.0123 6.3821 -1.9506
H -2.7231 4.9979 -2.8052
H -1.4166 5.2247 -4.7220
H 0.7889 4.8427 -4.0999
H -0.3908 3.9374 -3.1605
H 0.3787 5.3517 -2.4326
H -0.2999 7.7074 -3.6249
H -1.5132 7.4180 -4.6390
C -0.8007 2.4662 -0.2509
O -0.0867 1.2904 0.0370
C 0.2859 0.6602 -1.1338
C 1.4453 -0.3312 -0.8023
C 2.0823 -1.0865 -2.0041
N 1.0076 -1.3460 0.1157
H -1.1153 2.9290 0.6845
H -1.6860 2.2582 -0.8519
H -0.0173 3.0773 -0.6992
H -0.4953 -0.0336 -1.4447
H 0.5171 1.3081 -1.9793
H 2.1956 0.3296 -0.3682
H 2.7256 -1.8630 -1.5903
H 2.6619 -0.4548 -2.6773
H 1.3441 -1.6553 -2.5695
H 0.2615 -1.1328 0.7622
H 1.7684 -1.7181 0.6659
C 0.9182 -5.3150 -5.8443
O 0.1714 -4.7774 -4.7820
C -0.3166 -5.7847 -3.8348
C -0.9081 -5.0587 -2.6259
C 0.2040 -4.2173 -2.0146
N -1.4682 -5.9225 -1.6077
H 0.3900 -5.8209 -6.6525
H 1.7202 -6.0174 -5.6176
H 1.3547 -4.5172 -6.4453
H -0.9213 -6.4501 -4.4509
H 0.5367 -6.3251 -3.4249
H -1.6105 -4.3677 -3.0919
H 0.8002 -4.7974 -1.3101
H -0.1515 -3.4099 -1.3744
H 0.8661 -3.7112 -2.7171
H -2.3662 -6.2621 -1.9214
H -0.8904 -6.7295 -1.4204
C -4.6074 1.3142 1.0998
O -5.1988 1.7613 2.2644
C -4.2816 2.0731 3.3237
C -5.0093 2.9818 4.3449
C -6.3728 2.4622 4.8731
N -5.2345 4.3506 3.7864
H -4.1470 0.3270 1.0614
H -3.9430 2.0378 0.6275
H -5.4225 1.2024 0.3849
H -4.0061 1.2190 3.9423
H -3.4408 2.7366 3.1214
H -4.4489 2.9186 5.2777
H -6.6202 3.1312 5.6973
H -6.3081 1.4414 5.2495
H -7.1536 2.5485 4.1174
H -5.8183 4.1729 2.9816
H -5.6998 4.8415 4.5365
C 5.1554 -7.4240 -5.5115
O 5.1122 -7.2265 -4.1071
C 4.0932 -6.2728 -3.5717
C 4.3653 -6.1238 -2.0754
C 4.3070 -7.3494 -1.1429
N 3.6229 -5.0540 -1.5637
H 4.1677 -7.5646 -5.9507
H 5.8660 -8.1722 -5.8626
H 5.6898 -6.5800 -5.9475
H 4.3514 -5.2862 -3.9564
H 3.0594 -6.5649 -3.7561
H 5.4058 -5.8149 -1.9753
H 5.1739 -7.4941 -0.4982
H 4.2972 -8.2897 -1.6941
H 3.3223 -7.3740 -0.6761
H 3.7718 -4.2529 -2.1605
H 2.6319 -5.2487 -1.5740
C 6.4091 3.1471 1.6156
O 6.1347 2.1383 2.4832
C 4.7176 1.8435 2.3992
C 4.2628 0.8507 3.5123
C 2.7823 0.5643 3.5048
N 4.7115 1.4258 4.7876
H 6.2527 2.8474 0.5794
H 7.4356 3.4154 1.8655
H 5.8843 4.0727 1.8525
H 4.3067 2.8521 2.4435
H 4.5166 1.3345 1.4565
H 4.7243 -0.1127 3.2956
H 2.2836 1.1790 2.7555
H 2.2674 0.7498 4.4475
H 2.5178 -0.4549 3.2233
H 5.6944 1.4823 4.5623
H 4.5313 0.7048 5.4715
C -4.4571 -3.2520 -6.7359
O -3.1313 -3.3741 -6.1225
C -2.1649 -2.3556 -6.1740
C -2.2599 -1.2691 -5.0795
C -2.1911 -1.8454 -3.6656
N -3.5387 -0.7128 -5.2048
H -4.4040 -2.9518 -7.7824
H -5.1844 -2.6488 -6.1925
H -4.8315 -4.2732 -6.6644
H -1.2834 -2.9935 -6.1110
H -2.2040 -1.8294 -7.1278
H -1.4978 -0.5479 -5.3746
H -2.4317 -1.0397 -2.9720
H -1.1999 -2.2615 -3.4855
H -2.8414 -2.7162 -3.5817
H -3.7240 -0.2096 -6.0607
H -4.2330 -1.4216 -5.0160
C -0.4068 0.9425 2.8277
O -0.5908 0.9369 4.2014
C -1.3158 -0.2000 4.6505
C -1.3487 -0.0695 6.1387
C -1.8379 -1.3808 6.8835
N -2.2090 1.0056 6.7077
H -0.0113 1.9141 2.5316
H -1.4172 1.0472 2.4326
H -0.0549 0.0155 2.3748
H -2.3308 -0.2271 4.2540
H -0.6962 -1.0363 4.3268
H -0.3648 0.2582 6.4744
H -1.6009 -1.4752 7.9432
H -1.6050 -2.3543 6.4519
H -2.9084 -1.5172 7.0369
H -2.0403 0.9634 7.7026
H -1.8217 1.9047 6.4593
C 3.6544 -5.8545 5.2460
O 2.9702 -4.7598 4.5941
C 2.1298 -5.2616 3.5663
C 1.7568 -4.1573 2.4815
C 0.8478 -3.0655 3.0376
N 0.9309 -4.7257 1.4419
H 2.9586 -6.5250 5.7503
H 4.3701 -5.5785 6.0204
H 4.3204 -6.4461 4.6178
H 2.5342 -6.1390 3.0616
H 1.2231 -5.5938 4.0719
H 2.5945 -3.5494 2.1397
H 0.4242 -2.2592 2.4389
H 1.2665 -2.5200 3.8833
H -0.0313 -3.5317 3.4825
H 0.0876 -5.0951 1.8572
H 0.7531 -3.9971 0.7654
O -3.2761 4.9095 0.9067
H -2.6503 5.6233 1.0301
H -3.6352 4.7516 1.7798
```

Summary:
* orbital gap: 9.19 eV
* SMILES: COC[C@H](C)N.COC[C@H](C)N.COC[C@H](C)N.COC[C@H](C)N.COC[C@H](C)N.COC[C@H](C)N.COC[C@H](C)N.COC[C@H](C)N.COC[C@H](C)N.COC[C@H](C)N.O
* HOMO: -8.6 eV
* M: 909.4 u


Molecular formula: C40H113N7O13
Method: DFT, ωB97M-V/def2-TZVPD

```
173
C40H113N7O13, DFT ωB97M-V/def2-TZVPD
C -3.1616 -1.4265 -2.3114
C -2.5043 -2.8474 -2.1117
C -3.3652 -3.9933 -2.7270
O -2.8631 -5.3307 -2.4312
C -2.5331 -5.4795 -1.0415
N -1.1890 -2.7595 -2.7788
H -3.3250 -1.0886 -3.3347
H -2.4269 -0.7163 -1.9320
H -4.0118 -1.1830 -1.6744
H -2.4840 -3.0293 -1.0372
H -3.4066 -3.9572 -3.8156
H -4.3725 -3.8131 -2.3515
H -3.3119 -5.0129 -0.4384
H -1.5060 -5.1283 -0.9429
H -2.4518 -6.5506 -0.8568
H -0.5966 -2.0789 -2.3251
H -0.7064 -3.6423 -2.6900
C 1.0129 2.6545 1.3495
C 0.4663 4.0845 1.7736
C 1.4394 5.1120 2.3688
O 0.8815 6.3288 2.7952
C 0.0424 6.3942 3.9892
N -0.2445 4.6456 0.6630
H 0.2067 2.2209 0.7578
H 1.1714 1.9439 2.1607
H 1.8492 2.9487 0.7154
H -0.3482 3.9918 2.4920
H 2.0874 5.4016 1.5415
H 2.0696 4.5968 3.0938
H -0.3504 7.3632 4.2970
H 0.5820 6.0178 4.8583
H -0.7718 5.7017 3.7755
H -1.0311 4.0121 0.6757
H -0.6253 5.5541 0.8859
C 7.8312 1.5750 -5.4573
C 6.7995 0.7847 -6.2596
C 5.3126 1.1288 -5.8263
O 4.4391 0.2802 -6.6316
C 3.0652 0.2048 -6.1273
N 7.0235 1.2817 -7.5681
H 8.7711 1.2823 -5.9253
H 8.0030 1.3015 -4.4163
H 7.7408 2.6612 -5.4460
H 6.9539 -0.2937 -6.2235
H 5.1101 2.1960 -5.9169
H 5.2177 0.8371 -4.7804
H 2.5103 -0.6425 -6.5300
H 2.4398 1.0722 -6.3383
H 3.1711 0.1903 -5.0426
H 6.7370 2.2484 -7.5086
H 6.3838 0.8884 -8.2436
C 1.9079 -4.4810 -2.0682
C 2.9985 -3.6107 -2.6195
C 2.7815 -3.5000 -4.0914
O 3.7483 -2.5488 -4.6570
C 4.4466 -2.9874 -5.8033
N 2.8928 -2.2561 -1.9253
H 2.0414 -5.5523 -2.2185
H 0.9819 -4.1992 -2.5694
H 1.9979 -4.4271 -0.9833
H 4.0137 -3.9463 -2.4077
H 1.8197 -2.9873 -4.0900
H 2.5849 -4.4523 -4.5840
H 3.7424 -3.2324 -6.5985
H 4.9370 -3.9567 -5.7132
H 5.1896 -2.2549 -6.1187
H 2.1617 -1.6918 -2.3342
H 3.7272 -1.7363 -2.1568
C 3.3357 -3.4651 2.7400
C 2.7823 -2.1406 3.3040
C 3.0540 -1.6913 4.7859
O 2.4707 -2.6232 5.7297
C 1.3882 -2.1879 6.4585
N 3.3313 -1.0690 2.5354
H 3.1789 -3.6667 1.6803
H 3.0454 -4.4119 3.1952
H 4.4223 -3.4239 2.8159
H 1.6987 -2.0896 3.1975
H 2.6137 -0.6957 4.8404
H 4.1073 -1.7196 5.0649
H 1.6588 -1.4131 7.1759
H 0.9268 -2.9309 7.1089
H 0.5812 -1.8946 5.7870
H 4.2499 -0.7290 2.7816
H 3.4120 -1.4265 1.5942
C -0.4087 -0.4268 1.4282
C -0.0497 -1.0834 0.0497
C 0.4984 -0.0567 -1.0648
O 0.4877 -0.5521 -2.3831
C 0.5472 0.4275 -3.4312
N 0.9368 -2.0903 0.3206
H -0.7081 -1.1774 2.1597
H -1.1254 0.3718 1.2369
H 0.5372 0.0028 1.7579
H -0.9778 -1.6257 -0.1311
H 1.4813 0.1910 -0.6639
H -0.1755 0.8000 -1.0708
H 0.7661 -0.1753 -4.3126
H 1.2339 1.2430 -3.2043
H -0.4064 0.9512 -3.4981
H 1.5546 -2.1607 -0.4754
H 1.4174 -1.7679 1.1483
C -3.3695 2.2920 7.2054
C -2.4288 3.3352 6.5946
C -1.6940 2.9572 5.2587
O -0.9035 1.8106 5.5444
C -0.6122 0.9352 4.4302
N -3.0519 4.5744 6.4324
H -3.7162 2.5333 8.2103
H -2.9173 1.3092 7.3384
H -4.2452 2.1859 6.5651
H -1.6398 3.3266 7.3465
H -1.0783 3.8331 5.0538
H -2.4742 2.9119 4.4989
H -0.0410 0.1498 4.9250
H 0.1404 1.3549 3.7626
H -1.4455 0.5209 3.8627
H -3.6429 4.8864 7.1897
H -3.7074 4.4896 5.6686
C -4.7663 -3.2352 1.6327
C -3.4235 -2.6535 1.6245
O -3.3006 -1.8254 2.7839
H -4.9254 -3.7680 2.5702
H -4.8816 -3.9300 0.8007
H -5.5652 -2.5007 1.5315
H -3.3401 -2.0758 0.7040
H -2.6342 -3.4051 1.6412
H -2.6615 -2.2353 3.3715
C -3.1294 -1.8876 6.1090
C -2.0243 -2.9957 5.7578
O -1.3683 -2.8373 4.5368
H -2.5237 -1.0357 6.4179
H -3.7325 -2.2409 6.9454
H -3.8023 -1.7157 5.2689
H -2.5632 -3.9364 5.6444
H -1.4375 -3.2339 6.6449
H -0.9672 -3.6308 4.1748
C -2.5756 3.3716 -1.4159
C -3.4226 2.6746 -0.3416
O -2.5384 2.6416 0.7868
H -1.6739 2.8278 -1.6973
H -2.3667 4.3954 -1.1056
H -3.2242 3.5868 -2.2651
H -3.7450 1.7002 -0.7086
H -4.3239 3.2760 -0.2229
H -3.0154 2.1515 1.4605
C -1.4795 -0.9512 -7.6502
C -1.3675 -0.9436 -6.1574
O -2.0367 -2.0707 -5.7059
H -0.7570 -0.3799 -8.2330
H -2.4446 -0.5356 -7.9401
H -1.4054 -1.9702 -8.0298
H -1.9308 -0.1601 -5.6505
H -0.3304 -0.9919 -5.8253
H -1.8683 -2.2115 -4.7713
C 1.6955 4.2675 -4.3724
C 1.2978 4.6679 -2.9201
O 1.4445 3.5983 -2.0198
H 1.5132 5.1298 -5.0137
H 1.1156 3.3860 -4.6458
H 2.7375 3.9496 -4.4100
H 0.2704 5.0318 -2.9080
H 1.9925 5.4783 -2.6993
H 1.0602 3.7740 -1.1578
C -5.4889 2.4970 3.3175
C -4.8282 1.1283 3.6727
O -3.8456 0.8544 2.6686
H -6.2286 2.8003 4.0584
H -5.8606 2.5385 2.2937
H -4.7843 3.3196 3.4396
H -5.5081 0.2814 3.7652
H -4.3387 1.2164 4.6426
H -3.4347 0.0040 2.8408
```

Summary:
* charge: +1
* spin multiplicity: 2
* orbital gap (alpha / beta): 8.36 / 3.06 eV
* HOMO (alpha / beta): -10.6 / -10.6 eV
* M: 900.4 u


Calculated E (eV), listed in the same order as above: -80709.297 -80344.160
Calculated ΔE to the lowest compared entry with this formula, charge and spin (kcal/mol), listed in the same order as above: 125.4 0.0